No. 1
# C28H67BrN7

5 unconnected molecules or ions with the total composition C28H67BrN7 in a non-equilibrium geometry (wB97M-V/def2-TZVPD, the Open Molecules 2025 dataset).

Last column: Löwdin charge in e.
Geometry (Å):
H 1.928 -4.750 -1.594  0.07
H -0.935 0.040 0.287  0.10
H 3.906 0.413 2.169  0.06
C 2.951 1.536 -3.659  -0.24
H 0.525 -6.321 2.398  0.07
H -3.858 -0.773 -1.518  0.10
H 0.828 -3.519 -2.205  0.07
C 0.772 -6.072 1.362  -0.08
H 0.113 -9.340 -1.224  0.08
H -3.555 -2.569 1.202  0.10
C -1.625 6.055 -0.567  -0.19
N -0.061 -6.631 -0.992  -0.19
H 1.758 1.362 1.940  0.08
C 1.804 4.042 1.746  -0.10
H 1.142 -8.937 0.163  0.06
H -0.582 -1.584 0.787  0.11
H -0.605 -7.594 0.764  0.10
H 4.488 1.278 -0.807  0.08
N -2.993 5.867 -1.110  -0.06
C -4.844 5.393 -2.229  -0.05
H 0.250 5.560 -1.019  0.10
H -2.115 -3.314 0.522  0.11
H 2.667 2.553 6.967  0.07
H -2.787 4.523 -2.883  0.14
H -4.040 -4.359 -0.457  0.08
H -1.590 6.087 0.551  0.14
H 1.446 0.444 -4.807  0.05
H -1.242 -5.996 0.612  0.11
H 1.872 -9.423 -1.363  0.07
H 4.240 -0.142 -1.841  0.07
H -2.347 -1.313 2.661  0.07
H 3.470 1.551 5.774  0.06
H -0.779 4.942 -2.099  0.06
H 2.333 -0.569 -3.656  0.07
C -1.792 -0.505 2.184  -0.08
H 1.165 3.441 -3.178  0.11
H 3.466 3.315 5.597  0.07
H -0.229 -5.572 -2.766  0.11
C -0.151 1.774 -2.835  -0.08
H 3.102 -0.024 -5.140  0.08
C -2.955 -2.653 0.285  -0.27
H -0.894 -0.329 2.783  0.06
C 1.046 -8.860 -0.922  -0.09
C -4.531 -0.003 0.359  -0.09
H -5.309 0.533 -0.193  0.07
H 2.039 -6.959 -1.059  0.10
H -4.719 -2.826 -0.988  0.06
C 3.646 1.161 2.922  -0.07
C 0.930 -4.324 -1.472  -0.08
H 2.880 2.375 -4.358  0.11
H -4.186 0.665 1.147  0.05
H 4.161 2.084 2.650  0.07
H 1.684 0.416 3.382  0.11
C 2.127 1.329 2.972  -0.25
H 2.013 1.368 -0.407  0.09
H 0.862 -3.865 -0.486  0.05
Br -6.772 6.858 -0.626  0.89
C -0.175 -5.360 -1.692  -0.25
C 1.097 -7.413 -1.397  -0.27
H 4.047 0.806 3.871  0.06
H -2.387 0.407 2.231  0.05
C 3.820 0.439 -1.018  -0.08
H 3.126 3.936 3.436  0.10
H 2.415 3.398 1.109  0.06
H 4.027 1.406 -3.508  0.10
N -5.100 6.204 -1.130  -0.50
H -3.906 7.154 0.489  0.17
H -1.259 7.067 -0.911  0.14
H -0.152 1.496 -3.889  0.06
H 2.057 5.077 1.500  0.07
N 2.359 1.921 -2.384  -0.19
H 1.775 0.053 -1.551  0.10
C -1.391 -0.846 0.746  -0.25
H -5.004 -0.872 0.820  0.07
N -2.426 -1.366 -0.139  -0.19
N 1.594 2.485 3.680  -0.19
H -0.232 0.868 -2.232  0.06
C 1.080 2.607 -2.470  -0.27
C 1.548 2.363 5.133  -0.25
H -5.582 5.021 -2.971  0.14
C 2.870 2.452 5.898  -0.08
H -1.141 -4.902 -1.451  0.09
H -3.223 -3.435 -1.721  0.07
C -3.782 -3.350 -0.786  -0.09
C 2.417 0.276 -4.343  -0.08
H 0.887 3.081 -1.501  0.08
C -0.335 -6.585 0.437  -0.25
C -3.429 5.126 -2.217  0.05
H -2.881 0.519 -0.918  0.10
H 0.885 3.147 5.514  0.11
H 1.137 -7.436 -2.490  0.12
H -1.058 2.364 -2.661  0.04
H 0.874 -4.988 1.313  0.05
H 1.741 -6.524 1.144  0.07
C -3.402 -0.391 -0.599  -0.25
N -0.649 5.067 -1.090  0.03
H 3.806 -0.207 -0.137  0.06
H 1.520 4.561 3.782  0.12
C -3.961 6.521 -0.416  -0.06
H 1.049 1.424 5.398  0.11
C 2.409 0.923 -1.327  -0.27
C 2.058 3.786 3.226  -0.27
H 0.752 3.884 1.494  0.07

Computed properties:
gap between HOMO and LUMO	4.959	eV
total charge	+1
E_tot	-4063.9824	hartree


No. 2
# C11H12N

A gas-phase ion, C11H12N (charge +1) in a non-equilibrium geometry (wB97M-V/def2-TZVPD, the Open Molecules 2025 dataset).

Last column: Löwdin charge in e.
Geometry (Å):
C 0.461 -2.714 0.529  0.12
H -3.111 -0.356 0.900  0.08
H 2.569 0.741 -1.854  0.09
C -2.626 0.577 0.807  0.17
C -1.801 -1.469 -1.271  0.13
C 2.406 -0.557 1.110  0.15
C 1.920 1.323 -1.318  0.17
H -2.710 -0.899 -1.617  0.11
H -1.621 -2.437 -1.602  0.06
H -0.366 -3.368 0.270  0.08
C -0.509 1.511 0.239  0.00
H 1.452 -3.183 0.764  0.10
H -1.200 3.228 0.788  0.04
H 2.622 -1.442 1.765  0.11
C -0.966 -0.803 -0.428  -0.21
H 3.131 0.206 1.178  0.06
C 0.318 -1.463 0.038  -0.20
N 1.194 0.728 -0.446  0.05
C -0.428 2.832 0.289  0.13
H -2.865 1.625 1.114  0.11
H 0.384 3.578 0.117  0.12
C 1.364 -0.440 0.262  -0.31
C -1.420 0.503 0.175  -0.27
H 1.803 2.278 -1.806  0.12

Computed properties:
gap between HOMO and LUMO	8.172	eV
energy above the lowest of the compared OMol25 structures with the same formula, charge and spin	578.7	kJ/mol
total charge	+1
E_tot	-480.6273	hartree


No. 3
# C14H16O

2 unconnected molecules or ions with the total composition C14H16O in a non-equilibrium geometry (wB97M-V/def2-TZVPD, the Open Molecules 2025 dataset).

Last column: Löwdin charge in e.
Geometry (Å):
H 0.502 0.998 3.927  0.08
C 0.396 -0.456 -1.948  -0.06
H 1.132 1.121 0.342  0.10
H -1.698 -2.525 1.162  0.13
C 0.986 1.710 -0.650  -0.05
H 0.599 -3.008 2.220  0.11
C 1.590 1.260 -3.076  -0.04
H -2.941 -0.670 2.177  0.10
C -1.330 0.358 3.203  -0.24
H 0.010 -2.180 -3.293  0.13
C 0.139 -1.984 2.335  -0.08
O 1.003 -1.455 -5.416  0.03
H -1.994 2.413 3.270  0.11
H 1.861 -0.933 3.175  0.10
H -3.314 1.186 3.223  0.06
C -1.846 -0.620 2.281  -0.09
C 0.450 -1.150 -3.147  -0.03
C 1.214 -0.739 -4.274  -0.35
H -0.037 -0.947 -1.009  0.13
H -2.600 1.312 4.736  0.09
C 0.928 0.811 -1.886  -0.27
C -1.179 -1.740 1.838  -0.12
C 0.100 0.177 3.431  -0.07
C 1.750 0.491 -4.229  -0.04
C 0.791 -0.915 3.040  -0.11
H 2.145 0.988 -5.204  0.15
C -2.320 1.379 3.643  -0.08
H -0.031 2.243 -0.381  0.11
H 0.118 -1.802 -5.510  0.10
H 1.718 2.396 -0.762  0.01
H 1.857 2.283 -3.218  0.10

Computed properties:
structure (SMILES)	Cc1ccc(O)cc1.Cc1ccccc1
gap between HOMO and LUMO	9.170	eV
energy above the lowest of the compared OMol25 structures with the same formula, charge and spin	234.4	kJ/mol
E_tot	-618.2267	hartree


Q: What is the formula in the first record?
A: C28H67BrN7